{
  "formula": "C3H9NO",
  "method": "ωB97M-V/def2-TZVPD",
  "species": ["O", "N", "C", "C", "C", "H", "H", "H", "H", "H", "H", "H", "H", "H"],
  "xyz": [[-0.56, 1.36, -1.30], [-0.89, -1.62, -0.28], [0.61, 0.31, 0.72], [0.71, 0.89, -0.75], [-0.53, -0.70, 0.88], [-1.13, 1.88, -0.60], [-0.99, -1.03, -1.10], [-1.44, -0.02, 1.18], [0.96, 0.04, -1.41], [-0.30, -1.36, 1.77], [1.60, 1.57, -0.88], [-0.09, -2.22, -0.51], [0.48, 1.14, 1.37], [1.55, -0.23, 0.92]],
  "mulliken_charge": [-0.5193, -0.6347, -0.5020, -0.5848, -0.4453, 0.3289, 0.3120, 0.2560, 0.2882, 0.3103, 0.2934, 0.2436, 0.3407, 0.3131],
  "fmax_ev_per_a": 3.07,
  "orbital_gap_ev": 10.35,
  "e_above_lowest_kj_mol": 146.69
}